Molecular formula: C45H77N11O8
Method: DFT, ωB97M-V with the def2-TZVPD basis set

XYZ file:
```
141
Properties=species:S:1:pos:R:3:forces:R:3
C -6.968711 1.294580 2.812856 0.3 -0.8 0.7
N -7.320771 -0.132118 2.660490 0.1 0.5 -0.5
C -7.098704 -0.879982 1.563425 1.6 -0.7 -1.6
C -7.467441 -2.366664 1.684196 -1.3 0.3 -0.1
O -6.565672 -0.472617 0.511553 -1.0 -0.1 1.7
H -6.143160 1.330125 3.523699 -0.2 0.2 0.4
H -7.853612 1.791169 3.210924 0.3 0.3 -0.1
H -6.543106 1.798965 1.945356 -0.7 -0.6 -0.4
H -7.652515 -0.629512 3.474516 0.0 0.3 -0.1
H -8.367352 -2.499152 2.284784 -0.1 0.2 0.3
H -6.746682 -3.067918 2.104733 0.4 0.5 -0.2
H -7.794416 -2.689222 0.695690 0.5 -0.1 -0.1
C -0.696036 0.007521 -1.373608 -0.6 0.0 -1.4
N -0.871691 0.706847 -0.145365 -1.3 -0.3 -0.2
C 0.061098 1.091172 0.714151 1.3 -0.5 0.8
C 1.507385 0.814466 0.265617 0.5 0.9 0.7
O -0.222823 1.558400 1.810552 0.3 0.1 -0.4
H -1.697321 -0.238486 -1.727167 0.0 -0.1 0.0
H -0.159182 -0.941050 -1.363385 0.3 0.2 0.4
H -0.298174 0.665361 -2.146303 0.3 -0.1 -0.1
H -1.830875 0.816549 0.151331 0.2 0.1 0.2
H 1.756089 1.083487 -0.760969 -0.4 -0.1 -0.1
H 1.882373 -0.190282 0.460499 -0.5 -0.2 -0.1
H 2.140178 1.446516 0.888667 -0.1 0.1 0.1
C 7.881666 0.531553 -3.210545 0.5 0.5 -0.7
N 8.562262 0.091346 -4.459593 -0.1 -0.8 1.9
C 9.309317 -1.078017 -4.421602 0.0 0.2 -1.2
C 10.068405 -1.344552 -5.677102 0.0 0.3 -1.3
O 9.325072 -1.938349 -3.571874 -0.5 0.6 1.1
H 6.810347 0.333089 -3.179276 0.1 -0.5 -0.1
H 7.971091 1.610888 -3.087553 0.2 0.1 -0.2
H 8.415439 0.093498 -2.367154 -0.3 -0.3 -0.1
H 8.596983 0.682928 -5.277473 0.1 -0.2 0.4
H 9.446567 -2.041219 -6.239313 0.1 -0.2 -0.1
H 11.046027 -1.810505 -5.553641 -0.2 0.1 0.4
H 10.162585 -0.454714 -6.299520 0.2 0.0 -0.1
C 2.865882 -1.525172 5.607751 -0.3 0.4 0.9
N 2.614080 -1.466059 7.087238 0.5 0.3 -1.4
C 2.006282 -2.440173 7.781719 -1.6 -2.1 0.1
C 1.888054 -2.292602 9.296523 0.6 0.6 -0.6
O 1.497797 -3.446392 7.257523 0.8 1.2 0.1
H 3.793045 -2.043741 5.363698 -0.1 -0.1 0.2
H 2.949299 -0.499565 5.248209 0.0 0.0 0.1
H 2.043564 -1.984701 5.059382 0.0 -0.1 0.4
H 2.993875 -0.669125 7.577911 -0.1 -0.3 -0.1
H 2.602670 -1.523206 9.588867 -0.1 -0.1 0.6
H 2.104076 -3.247139 9.776405 0.1 0.1 -0.2
H 0.883082 -1.992979 9.593748 0.0 0.0 -0.2
C -2.766772 -3.661203 4.730104 -0.3 0.8 -0.2
N -2.119943 -4.916686 4.891839 2.0 -0.8 1.3
C -2.575042 -6.129887 4.599345 -2.4 -2.2 -1.6
C -1.824890 -7.387542 5.049878 0.7 0.8 1.0
O -3.638938 -6.332222 4.001228 0.5 0.7 0.3
H -2.467246 -2.950264 5.500126 0.2 -0.3 0.2
H -3.848177 -3.772200 4.809700 0.1 -0.1 -0.3
H -2.461220 -3.207973 3.787072 -0.4 0.1 -0.2
H -1.239661 -4.983113 5.382558 0.0 0.7 0.1
H -2.530124 -8.201273 5.218952 0.0 0.3 -0.2
H -1.352628 -7.147372 6.002442 0.1 -0.2 0.3
H -1.002517 -7.741993 4.428443 -0.2 0.3 -0.4
C -5.750962 0.507718 -5.346649 0.3 -0.3 -0.8
N -5.767498 1.504678 -4.332162 -1.0 -0.2 1.6
C -4.868946 2.491489 -4.204769 0.8 1.9 -0.2
C -4.986966 3.413432 -2.992037 -0.6 -2.0 0.1
O -4.004594 2.729936 -5.023361 0.4 -0.6 -0.8
H -6.476825 -0.278690 -5.139778 -0.1 0.3 0.0
H -4.779359 0.015887 -5.393514 0.1 0.1 -0.2
H -5.964556 0.994739 -6.298116 0.0 -0.4 -0.2
H -6.438550 1.380001 -3.587678 0.2 0.1 -0.1
H -5.676074 4.234561 -3.189457 0.3 0.1 0.1
H -3.995420 3.671118 -2.619832 -0.2 0.4 -0.4
H -5.414452 2.708405 -2.279092 -0.3 0.6 0.8
C 3.643726 5.333925 4.305125 0.5 -0.5 0.2
N 2.746658 6.022150 5.183173 -0.3 0.2 0.5
C 2.958983 7.245946 5.683206 0.9 3.0 -0.4
C 1.827206 7.798454 6.507531 -0.6 -0.5 1.0
O 3.951696 7.963605 5.486972 -0.7 -1.5 0.0
H 3.319858 5.425427 3.268382 0.1 -0.3 0.0
H 3.715516 4.307745 4.665530 -0.2 -0.2 -0.5
H 4.665516 5.702252 4.396751 -0.2 0.5 0.0
H 1.861197 5.617134 5.451521 0.3 -0.2 -0.3
H 1.993922 8.776517 6.958857 0.5 -0.2 -0.3
H 1.726741 7.080861 7.321821 -0.3 0.1 0.4
H 0.847522 7.842558 6.031733 0.1 -0.2 -0.4
C 2.421726 -3.021607 -8.368275 0.5 -0.1 -0.4
C 1.204474 -3.225101 -7.760679 -0.6 0.8 0.7
C 0.761424 -2.261834 -6.833187 0.1 0.2 -0.6
N 1.423804 -1.142842 -6.505476 1.0 -0.5 -1.4
C 2.589260 -0.951506 -7.185911 -0.2 -1.1 0.6
C 3.139320 -1.873774 -8.107052 -0.6 1.0 1.5
H 2.884898 -3.720605 -9.048913 -0.3 -0.3 -0.1
H 0.561505 -4.066191 -7.974130 0.1 -0.1 0.0
H -0.216441 -2.350804 -6.383447 -0.1 -0.3 0.2
H 3.162213 -0.103759 -6.840298 0.0 0.3 -0.3
H 4.145115 -1.747933 -8.479814 -0.1 0.2 -0.2
C 1.173069 6.279076 -5.666794 0.2 -0.4 1.4
C 1.120255 5.354996 -4.602063 -0.3 0.5 0.3
C 1.269537 5.793116 -3.281486 0.5 2.5 -0.8
N 1.440997 7.134599 -2.945443 -0.2 -0.6 -1.9
C 1.508796 8.019949 -3.993763 -0.3 -2.4 0.2
C 1.436041 7.593125 -5.339703 -0.3 0.4 0.4
H 1.012364 6.008468 -6.699923 0.1 -0.2 0.0
H 0.893363 4.308603 -4.743408 0.1 -0.1 -0.3
H 1.289707 5.084711 -2.466530 -0.1 0.1 0.1
H 1.577815 9.079769 -3.797736 0.2 0.0 0.4
H 1.508698 8.292369 -6.159569 0.0 0.4 0.1
C -3.406422 -4.930825 -2.387514 -0.2 -0.4 -1.4
C -3.021591 -5.554525 -3.591356 0.1 -0.2 1.2
C -2.031140 -6.522615 -3.503269 1.3 0.8 1.3
N -1.335932 -6.796764 -2.348815 -1.5 0.5 0.1
C -1.761210 -6.198890 -1.197980 0.0 -0.5 -2.0
C -2.799778 -5.266206 -1.204570 0.0 -0.2 0.4
H -4.232267 -4.235060 -2.404522 0.0 0.2 0.1
H -3.477540 -5.306300 -4.538409 -0.1 0.0 0.0
H -1.624745 -6.964427 -4.401061 -0.1 -0.4 0.0
H -1.263126 -6.527112 -0.297662 0.1 0.2 0.1
H -3.213151 -4.814399 -0.314967 0.4 -0.1 0.3
C -4.023902 8.066887 0.834371 0.8 0.2 0.1
C -3.182294 7.121575 1.417037 -0.7 0.4 -0.3
C -3.529827 6.583920 2.658009 -0.5 0.8 -0.3
N -4.628274 6.942663 3.356896 -0.8 1.2 -2.1
C -5.447181 7.889726 2.716672 1.8 -0.9 1.0
C -5.125029 8.527362 1.518362 -0.4 -1.1 0.7
H -3.830491 8.550275 -0.111850 0.4 -0.2 -0.2
H -2.272723 6.811844 0.923952 0.0 -0.1 0.0
H -2.831792 5.845147 3.023191 -0.3 -0.2 0.7
H -6.339212 8.178738 3.252533 0.0 -0.1 0.2
H -5.732542 9.299772 1.070357 -0.3 0.0 0.2
C 3.700372 -6.908171 0.866317 -1.4 -1.7 0.9
C 3.828723 -6.292385 -0.488542 -0.1 -1.2 -2.3
C 3.579067 -4.825898 -0.321233 1.1 0.7 1.4
O 3.826563 -4.674496 1.073847 -0.8 0.7 1.8
C 3.228123 -5.805783 1.780601 2.1 1.0 -0.5
H 4.642063 -7.366095 1.168990 0.0 0.4 0.3
H 2.964824 -7.711163 0.913961 0.0 -0.3 -0.3
H 3.174150 -6.744894 -1.233448 -0.3 0.0 0.1
H 4.814197 -6.559157 -0.870351 0.2 0.6 -0.1
H 2.592835 -4.413646 -0.534516 -0.2 -0.4 -0.4
H 4.358246 -4.194732 -0.748564 -0.3 0.0 -0.5
H 2.162471 -5.679536 1.971777 -0.2 -0.1 -0.5
H 3.737067 -5.909022 2.738944 -0.1 0.4 0.1
```
Positions in Å, forces in eV/Å.

Values from the calculation:
SMILES string: CNC(C)=O.CNC(C)=O.CNC(C)=O.CNC(C)=O.CNC(C)=O.CNC(C)=O.CNC(C)=O.c1ccncc1.c1ccncc1.c1ccncc1.c1ccncc1.C1CCOC1
net charge: 0
gap between HOMO and LUMO: 9.392 eV
E_LUMO: 0.08 eV

Molecular formula: C12H28Cu2N2O9
Method: DFT, ωB97M-V with the def2-TZVPD basis set

XYZ file:
```
53
Properties=species:S:1:pos:R:3:forces:R:3
Cu -14.136713 -2.828498 -23.824852 -2.1 0.3 0.7
Cu -12.565638 0.936560 -21.925279 -2.6 0.2 0.1
O -16.479776 -0.671530 -20.884251 1.4 0.1 0.2
C -15.266116 -0.933944 -21.400949 0.9 -0.4 -2.4
O -14.402593 -0.017116 -21.223548 1.2 0.9 0.8
O -15.069459 -1.927764 -22.139071 -0.4 -0.2 0.7
H -16.227456 0.177754 -20.468190 -1.1 -0.1 0.3
O -14.661727 1.053680 -25.591345 -0.4 -1.0 0.2
C -14.170516 0.082817 -24.823493 0.7 -0.2 2.3
O -13.389617 0.376019 -23.877359 1.0 0.7 0.5
O -14.578535 -1.097220 -25.017301 0.1 -1.5 -0.2
H -15.380948 0.560937 -26.032687 0.1 0.8 -0.5
C -18.476332 -1.260837 -23.325404 -0.5 -0.8 -0.3
O -18.019166 -2.549915 -23.745234 0.0 0.4 -0.7
C -17.679759 -2.535867 -25.133255 1.0 -0.6 1.4
C -16.766589 -3.733006 -25.337172 0.3 -1.0 -1.1
N -15.886013 -4.066124 -24.178365 -0.3 0.2 -0.4
C -15.322863 -5.430744 -24.262109 0.2 0.5 -0.2
C -14.587155 -5.783066 -23.012067 1.0 0.1 0.2
O -13.547137 -4.809090 -22.752605 -0.6 1.8 -1.1
C -13.010696 -4.904475 -21.441124 0.8 -1.0 0.5
H -17.625152 -0.590208 -23.210858 -0.1 0.1 0.3
H -19.050446 -1.473339 -22.426667 0.3 0.5 0.3
H -19.169512 -0.847206 -24.062758 0.0 0.0 0.0
H -17.086148 -1.647010 -25.354822 -0.5 0.3 -0.2
H -18.578453 -2.692349 -25.727413 0.1 0.5 -0.3
H -16.166164 -3.652634 -26.246223 0.1 0.4 0.1
H -17.383160 -4.608938 -25.566649 0.0 -0.2 0.5
H -16.581434 -4.094274 -23.428116 0.5 0.8 0.6
H -14.636786 -5.425718 -25.111078 -0.1 -0.4 -0.1
H -16.092957 -6.196487 -24.380823 -0.1 0.1 -0.3
H -14.071170 -6.724239 -23.211616 -0.2 -0.2 0.4
H -15.219355 -5.822467 -22.123894 -0.2 -0.2 -0.1
H -12.597191 -5.914150 -21.356381 -0.1 0.0 0.2
H -13.731341 -4.757311 -20.636259 -0.3 0.2 -0.3
H -12.148853 -4.256391 -21.296620 -0.3 0.4 -0.4
C -13.108011 3.174619 -18.230571 1.3 1.8 0.2
C -13.150746 2.580193 -19.608402 -1.2 -0.5 -0.3
C -13.249954 3.611404 -20.736015 0.7 0.3 0.4
O -13.378754 2.981729 -21.999774 0.8 -1.4 0.1
C -13.743098 3.857143 -23.084786 -1.4 -0.1 0.8
N -11.987863 1.662807 -19.839069 -0.7 0.3 -0.4
H -13.775766 4.035468 -18.169453 -0.4 -0.3 0.2
H -12.130127 3.654969 -18.083945 0.1 -0.1 0.0
H -13.219030 2.514358 -17.373317 -0.4 -0.3 -0.3
H -14.050981 1.958253 -19.605259 0.1 -0.1 -0.6
H -12.321303 4.193415 -20.771040 -0.1 0.3 0.2
H -14.098009 4.283494 -20.593544 0.0 0.0 0.2
H -13.089381 4.719276 -23.205659 0.5 -0.5 -0.3
H -14.710256 4.268874 -22.776305 -0.1 0.1 -0.3
H -13.930363 3.189100 -23.919449 0.5 0.4 -0.3
H -12.008635 1.106714 -18.982064 0.1 -0.9 -0.6
H -11.163185 2.235977 -19.642390 0.3 -0.1 -0.7
```
Positions in Å, forces in eV/Å.

Values from the calculation:
net charge: +2
gap between HOMO and LUMO (spin up / spin down): 8.505 / 5.367 eV
energy above the lowest of the compared OMol25 structures with the same formula, charge and spin: 0.0000 eV
2S+1: 3
E_LUMO (spin up / spin down): -6.44 / -9.57 eV

Molecular formula: C17H19BN2O4
Method: DFT, ωB97M-V with the def2-TZVPD basis set

XYZ file:
```
43
Properties=species:S:1:pos:R:3:forces:R:3
O 1.118070 -1.178094 -1.192587 0.6 0.8 1.1
C 1.597857 -0.065896 -0.969520 -0.8 -0.3 2.0
N 1.906256 0.457228 0.324188 -0.6 -0.9 -1.0
C 1.368609 -0.259467 1.460298 0.8 -1.4 -0.4
C -0.100860 -0.081049 1.545331 -3.7 -1.7 2.4
O -0.666643 0.927407 1.195492 0.3 1.4 -1.0
N -0.916861 -1.022624 2.218877 1.9 1.7 0.0
C -2.276769 -0.696240 2.673924 -0.2 -0.1 -0.6
C -2.631473 -1.694694 3.764436 1.7 0.5 1.2
C -1.311455 -2.537695 4.037063 -1.8 -0.2 1.5
C -0.438657 -2.234998 2.835833 -0.2 -2.9 -1.1
B -0.756419 -3.397173 1.703960 0.8 1.6 -0.9
O -0.614740 -2.987025 0.330395 -0.7 -2.4 1.8
O -1.286230 -4.612365 2.187270 0.2 0.6 -3.6
C 1.841315 0.870273 -2.046070 2.4 0.0 -1.6
C 3.094731 0.899690 -2.641929 -0.7 0.0 0.2
C 3.358737 1.861590 -3.677290 0.7 -1.1 2.2
C 2.397912 2.726133 -4.026536 -1.2 1.6 -1.7
C 1.064098 2.645293 -3.534881 -0.3 -0.9 0.1
C -0.038878 3.431993 -3.995209 0.8 -0.2 -1.6
C -1.288737 3.285479 -3.475684 0.8 0.5 0.3
C -1.499459 2.455540 -2.390909 0.2 -1.6 0.7
C -0.492726 1.614361 -1.956016 -0.1 1.7 -0.8
C 0.805274 1.651408 -2.539828 -1.4 1.8 -0.1
H 1.793573 1.458781 0.485853 0.2 -0.3 -0.9
H 1.648239 -1.335959 1.376705 -0.1 0.9 0.2
H 1.765588 0.175952 2.378849 0.2 -0.2 0.0
H -3.033229 -0.794555 1.862706 0.7 0.5 0.3
H -2.281273 0.292463 3.114524 -0.1 0.4 -0.5
H -3.401288 -2.336231 3.437672 -1.0 -0.8 -0.2
H -2.965584 -1.122485 4.657049 0.1 -0.7 -0.4
H -1.651925 -3.608720 4.182576 0.8 1.1 -0.6
H -0.861292 -2.291983 5.015051 0.0 0.4 -0.5
H 0.615634 -2.256718 3.115632 0.0 0.4 -0.1
H -0.068487 -2.346809 -0.173889 -0.1 -0.1 1.0
H -1.519304 -5.112215 1.341983 0.3 0.4 1.7
H 3.821932 0.161117 -2.269159 -0.1 0.7 -0.4
H 4.388265 2.035720 -3.925014 0.2 -0.2 -0.6
H 2.611332 3.508982 -4.787768 -0.1 -0.5 0.7
H 0.075721 4.005943 -4.945391 0.2 -0.1 1.1
H -2.073601 3.931843 -3.750776 -0.8 0.5 -0.8
H -2.483608 2.401306 -1.930290 0.3 0.1 0.1
H -0.613644 1.174491 -1.016922 -0.4 -1.3 1.1
```
Positions in Å, forces in eV/Å.

Values from the calculation:
SMILES string: O=C(NCC(=O)N1CCC[C@H]1B(O)O)c1cccc2ccccc12
net charge: 0
gap between HOMO and LUMO: 8.778 eV
energy above the lowest of the compared OMol25 structures with the same formula, charge and spin: 1.3875 eV
E_LUMO: 0.44 eV

Molecular formula: C3H10NO2
Method: DFT, ωB97M-V with the def2-TZVPD basis set

XYZ file:
```
16
Properties=species:S:1:pos:R:3:forces:R:3
O -1.175091 0.649288 0.959711 -0.3 0.0 -0.1
C -1.914168 1.235271 1.731265 0.9 -0.8 0.0
O -3.203299 1.367867 1.578325 -0.2 0.1 0.5
H -1.505869 1.619084 2.669459 -0.5 0.5 0.0
H -3.540174 0.784869 0.883627 0.1 0.1 -0.3
C 0.926135 0.626275 -1.242068 0.4 0.8 0.9
N 1.106356 -0.384143 -0.178269 -0.2 -0.7 0.2
C 1.124651 -1.801250 -0.656346 -0.7 0.2 0.2
H 0.999842 1.561954 -0.701015 0.3 0.4 -0.3
H 1.718049 0.516515 -1.960196 0.0 0.1 -0.5
H -0.076617 0.631970 -1.624355 -0.3 -0.6 -0.4
H 0.308127 -0.235822 0.461451 0.1 0.0 0.1
H 1.950852 -0.185808 0.354670 0.1 0.1 0.0
H 0.184481 -1.912758 -1.193938 0.2 -0.3 -0.2
H 1.105117 -2.476238 0.193665 0.1 0.1 0.1
H 1.991609 -1.997067 -1.275993 0.0 0.1 -0.1
```
Positions in Å, forces in eV/Å.

Values from the calculation:
net charge: +1
gap between HOMO and LUMO: 12.271 eV
energy above the lowest of the compared OMol25 structures with the same formula, charge and spin: 0.3108 eV
E_LUMO: -3.00 eV

Calculated total energy (computed, hartree): -2965.06419, -4541.05677, -1094.62907, -325.30610